Entry 1:
Entry from the Open Molecules 2025 dataset: C9H12N2O4Sr as an isolated structure at a distorted geometry (the ωB97M-V functional and the def2-TZVPD basis).

CARTESIAN COORDINATES (ANGSTROEM)
H: -2.039 -0.192 5.845
O: 2.396 -2.847 -0.668
C: 1.719 -1.933 -0.506
C: 1.032 2.262 -1.535
C: -1.949 -0.619 -1.080
H: -1.434 -1.023 2.514
H: 0.637 0.298 6.459
H: 2.862 0.639 4.785
H: 2.393 1.365 3.200
C: 0.472 1.298 6.019
N: 0.858 1.300 4.617
H: -2.883 -0.737 3.492
H: 1.108 2.021 6.537
H: -1.121 2.699 5.751
H: -2.410 0.461 2.239
O: 1.432 3.084 -2.232
H: -2.834 1.211 5.121
H: 2.643 2.411 4.642
O: -2.843 -1.053 -1.654
C: 0.005 0.840 3.687
H: -1.300 1.641 7.159
Sr: 0.036 0.574 0.278
O: 0.375 0.726 2.462
C: 2.274 1.433 4.290
C: -2.030 -0.239 3.009
N: -1.243 0.454 4.024
C: -0.988 1.672 6.110
C: -1.858 0.745 5.300

Computed properties:
Spin multiplicity = 1
Kohn-Sham gap = 7.7 eV
Charge = +2
Energy = -21519.869 eV

Entry 2:
Entry from the Open Molecules 2025 dataset: C22H59N3O17Y as an isolated structure at a distorted geometry (the ωB97M-V functional and the def2-TZVPD basis).

CARTESIAN COORDINATES (ANGSTROEM)
H: 2.530 -4.552 1.011
C: 0.229 -0.279 -1.178
H: 2.557 -4.430 -1.414
H: -0.987 -4.371 0.055
H: -5.675 -0.718 -1.608
H: -0.733 0.338 3.241
H: 4.649 -2.061 3.537
H: -4.156 -0.833 2.859
H: -2.483 0.730 3.405
H: -2.849 5.479 0.647
O: -1.599 3.307 2.857
H: 3.364 0.012 3.203
H: 1.918 -0.337 5.053
H: -0.558 -2.984 0.648
H: -3.901 -1.901 1.485
H: 1.443 -2.828 -0.221
N: -1.099 -2.184 2.207
H: -0.128 -1.844 2.293
H: -5.307 1.868 -2.662
C: -4.877 0.915 -2.352
H: -1.732 1.144 5.508
C: 3.333 1.951 -2.186
H: -4.333 0.495 -3.200
H: -4.096 0.279 -0.486
H: 1.184 -3.800 1.832
H: -0.852 5.483 -1.744
O: -1.733 -0.762 4.628
H: 2.415 0.250 -2.553
H: 3.085 -1.739 5.233
O: -1.010 -0.528 -1.055
O: 2.918 0.910 -3.043
O: -2.177 -0.846 -3.649
H: 4.392 -3.551 0.712
H: 1.083 3.629 -4.029
O: -4.471 2.328 -0.440
O: -1.762 -0.270 -5.792
C: 1.441 -4.443 0.993
H: 4.699 2.504 -3.705
H: 3.435 -3.011 2.722
H: -1.750 2.943 0.838
H: 2.183 -1.015 1.357
O: -5.996 0.072 -2.052
H: 5.260 -2.295 -0.201
H: 1.574 -2.014 4.533
O: -1.471 5.543 -2.483
Y: -1.040 -2.557 -2.280
C: 2.339 -1.234 4.614
H: -0.292 2.445 -3.072
C: 5.023 -2.653 0.796
H: -0.835 2.746 2.710
O: -0.752 5.043 0.480
C: 3.990 3.006 -3.033
C: -2.249 3.563 1.601
H: -2.990 1.311 -1.433
C: 3.876 -2.000 2.760
H: 2.747 -3.026 -3.550
H: -1.045 -0.135 6.458
C: -2.024 4.974 1.153
H: 1.089 -5.467 1.156
H: 4.099 1.636 -1.452
C: -2.085 -1.076 2.314
H: 0.100 1.128 -0.006
H: 1.427 0.106 2.242
O: 4.332 -1.634 1.477
H: -3.535 -2.513 3.084
H: -3.278 3.220 1.607
H: -2.337 3.708 -2.272
C: 1.478 -4.538 -1.581
C: -4.026 1.174 -1.123
N: 1.727 -0.863 2.260
C: -1.743 -0.073 3.394
H: 1.328 -3.273 -4.651
O: 4.597 4.005 -2.258
H: 2.543 2.350 -1.544
H: -2.076 -0.547 1.351
C: 1.893 -3.651 -3.806
C: -3.512 -1.615 2.467
H: -2.809 -0.041 6.266
C: 1.004 -3.824 -0.328
O: 0.787 0.748 -0.571
O: -0.542 -1.797 -4.631
H: -1.861 5.587 2.051
C: -1.490 -0.978 -4.719
H: -0.089 3.319 -1.567
C: 2.873 -0.967 3.209
O: 0.852 -1.012 -1.995
H: 5.484 4.160 -2.587
C: -1.554 4.179 -2.892
H: 2.262 -4.645 -4.069
H: 3.241 3.371 -3.750
H: -1.885 4.100 -3.928
H: -0.387 5.927 0.587
C: -1.854 0.084 5.755
H: 5.931 -2.964 1.321
H: -2.463 0.335 -5.513
O: 0.841 4.132 -3.249
O: 1.024 -3.730 -2.651
H: 1.250 -5.603 -1.470
N: -0.485 -3.530 -0.250
C: -0.252 3.456 -2.640
H: -5.384 2.172 -0.173
H: -1.221 -2.621 3.127

Computed properties:
Spin multiplicity = 1
Kohn-Sham gap = 7.1 eV
Charge = +1
Energy = -64087.076 eV
Energy above the lowest of the compared OMol25 structures with the same formula, charge and spin = 3.4287 eV

Entry 3:
Entry from the Open Molecules 2025 dataset: C22H25Br4NO4Pd as an isolated structure at a distorted geometry (the ωB97M-V functional and the def2-TZVPD basis).

CARTESIAN COORDINATES (ANGSTROEM)
O: 0.042 2.269 2.555
C: 3.124 -0.172 -1.484
C: -1.962 2.141 0.474
H: -1.324 3.019 0.554
C: -2.592 -3.026 2.448
O: -1.885 -0.766 2.375
Br: -2.900 -2.926 -2.199
C: 1.511 1.792 -1.429
O: 0.004 2.775 4.750
C: -2.800 -3.000 -0.296
C: 4.748 -1.978 -1.652
C: -2.238 -1.841 1.782
C: 0.150 0.480 4.152
C: -2.820 2.130 -0.770
C: 1.191 -0.155 0.065
H: 1.047 -1.445 -2.534
C: 0.055 1.975 3.802
C: 5.778 -1.067 -1.863
H: 3.976 1.789 -1.686
C: -2.258 -1.862 0.316
O: -1.784 -0.862 -0.345
H: -0.865 0.124 4.324
C: 4.171 0.724 -1.672
H: -2.761 1.671 -2.888
C: -2.085 1.678 -2.026
H: -4.017 3.566 -1.885
H: 0.474 2.033 -1.214
H: 6.793 -1.410 -2.030
C: 0.779 -0.399 -2.381
H: -1.250 2.352 -2.254
Br: -3.581 -5.717 2.785
H: -3.992 3.862 -0.133
H: -2.553 2.025 1.379
C: 5.480 0.285 -1.861
H: -0.257 -0.376 -2.046
C: 3.449 -1.533 -1.459
H: -2.570 4.251 -1.120
H: 1.568 -1.133 0.381
Br: -2.396 -2.982 4.342
H: 4.957 -3.042 -1.652
H: 1.657 0.001 2.835
C: -3.390 3.538 -0.987
N: 0.712 -0.288 3.042
H: -1.704 0.672 -1.876
C: -3.222 -4.148 0.415
H: -3.648 1.436 -0.617
Br: -3.930 -5.649 -0.517
C: -3.096 -4.171 1.790
H: 2.664 -2.261 -1.284
Pd: -0.542 0.630 1.083
H: 2.120 2.313 -0.687
H: 0.862 0.131 -3.338
C: 1.672 0.272 -1.300
H: 0.715 0.397 5.083
H: 0.688 -1.282 3.217
H: 6.267 1.012 -2.030
H: 1.766 2.146 -2.435

Computed properties:
Spin multiplicity = 1
Kohn-Sham gap (spin up / spin down) = 5.2 / 5.2 eV
Charge = -2
Energy = -316546.600 eV
Energy above the lowest of the compared OMol25 structures with the same formula, charge and spin = 0.7265 eV

Entry 4:
Entry from the Open Molecules 2025 dataset: C10H12ClNO4Sn as an isolated structure at a distorted geometry (the ωB97M-V functional and the def2-TZVPD basis).

CARTESIAN COORDINATES (ANGSTROEM)
H: -2.051 -1.153 2.066
H: -2.080 -2.529 -1.667
C: 3.221 -1.304 0.415
H: -2.007 2.390 -0.663
H: 5.090 -0.715 -0.318
C: -2.277 -0.990 -0.198
O: 1.515 0.865 2.758
C: 0.937 0.534 1.835
Cl: 0.160 -0.939 -2.681
H: 3.665 -1.695 1.347
C: -2.434 -2.428 -0.634
C: -1.976 0.935 1.105
H: -1.806 1.606 1.977
N: 4.300 -1.319 -0.599
O: 2.281 1.836 -1.491
O: 2.517 -3.452 -0.250
C: -2.076 1.355 -0.273
C: -2.258 0.169 -1.096
C: 2.204 -2.323 -0.023
C: 1.440 1.255 -0.967
H: -1.853 -3.086 0.027
H: 4.685 -2.269 -0.759
C: -2.078 -0.507 1.165
H: 2.911 -0.267 0.589
H: -3.501 -2.683 -0.567
H: -2.320 0.105 -2.191
Sn: -0.191 -0.212 -0.280
H: 3.968 -0.949 -1.506
O: 0.907 -1.917 -0.117

Computed properties:
Spin multiplicity = 1
Kohn-Sham gap = 7.2 eV
Charge = +2
Energy = -38578.714 eV
Energy above the lowest of the compared OMol25 structures with the same formula, charge and spin = 1.1259 eV

Question: What is the formula in the third record?
Answer: C22H25Br4NO4Pd